[1]
Entry from the OMol25 dataset: a molecular structure, C18H32NO5P2SYb in a non-equilibrium geometry (ωB97M-V/def2-TZVPD).

Each line ends with the natural charge from an NBO analysis.
Atoms and positions in Å:
C -0.225 0.372 -4.717  -0.271
C -0.502 0.184 -3.339  0.243
N 0.219 0.893 -2.400  -0.608
C 1.036 1.871 -2.805  0.246
C 1.163 2.230 -4.149  -0.333
C 0.553 1.439 -5.123  -0.159
C -1.490 -0.775 -2.924  -0.928
P -2.806 -0.490 -1.775  0.836
Yb -0.301 -0.511 -0.379  1.035
P 2.265 1.586 -0.320  1.170
C 1.877 2.601 -1.759  -0.761
O -0.176 -3.285 -5.906  -0.932
O -0.519 -3.535 -0.372  -0.944
H -0.673 -0.335 -5.414  0.232
H 1.784 3.087 -4.399  0.209
H 0.686 1.659 -6.181  0.216
C -4.092 0.414 -2.727  -0.945
C -3.487 -2.199 -1.719  -0.915
H 2.830 2.923 -2.210  0.253
H 1.351 3.504 -1.398  0.252
H -0.207 -3.899 -6.621  0.466
H -1.519 -1.700 -3.518  0.230
C 3.395 2.412 0.781  -0.959
C 2.964 0.005 -0.804  -0.977
H -0.327 1.440 0.141  -0.066
H -0.390 -3.748 0.580  0.512
H -0.095 -4.207 -0.878  0.479
H 0.703 -3.419 -5.515  0.468
H -1.123 1.360 0.224  -0.015
H 1.016 1.373 0.390  -0.183
H -5.015 -0.178 -2.783  0.224
H -4.299 1.355 -2.199  0.227
H -3.720 0.637 -3.734  0.235
H -4.549 -2.150 -1.442  0.222
H -3.380 -2.665 -2.709  0.217
H -2.935 -2.794 -0.975  0.249
H 4.057 0.123 -0.835  0.245
H 2.715 -0.770 -0.061  0.264
H 2.621 -0.308 -1.799  0.267
H 4.421 2.317 0.401  0.249
H 3.138 3.475 0.873  0.254
H 3.333 1.940 1.770  0.244
C 0.152 1.215 7.569  -0.632
C 0.078 0.544 6.229  0.001
C -0.042 -0.845 6.157  -0.221
C -0.119 -1.492 4.927  -0.161
C -0.083 -0.735 3.754  -0.367
C 0.045 0.657 3.802  -0.122
C 0.127 1.287 5.043  -0.230
S -0.224 -1.564 2.191  2.383
O -0.285 -2.990 2.427  -0.967
O -1.431 -0.972 1.533  -0.963
O 0.970 -1.105 1.402  -1.015
H -0.703 0.928 8.193  0.223
H 1.059 0.919 8.112  0.223
H 0.156 2.302 7.462  0.216
H -0.085 -1.427 7.079  0.214
H -0.210 -2.573 4.871  0.242
H 0.074 1.242 2.883  0.215
H 0.221 2.372 5.097  0.210

Results
Gap between HOMO and LUMO (spin up / spin down)   3.490 / 6.211 eV
Spin multiplicity   2
ΔE to the lowest compared entry with this formula, charge and spin   64.1 kcal/mol
LUMO level (spin up / spin down)   0.01157 / 0.01008 Ha

[2]
Entry from the OMol25 dataset: 2 unconnected molecules or ions with the total composition C18H33BBrFN2O7 in a non-equilibrium geometry (ωB97M-V/def2-TZVPD).

Each line ends with the natural charge from an NBO analysis.
Atoms and positions in Å:
C -2.989 -0.399 3.563  -0.388
C -2.680 0.587 2.700  -0.173
C -1.328 1.261 2.652  -0.510
C -0.918 1.664 1.216  0.493
N -1.276 3.074 1.068  -0.853
O -1.722 0.951 0.295  -0.552
C -1.183 0.793 -1.008  0.038
C -2.288 0.203 -1.927  0.217
F -1.858 -0.983 -2.519  -0.363
C -3.619 -0.061 -1.246  -0.438
C -3.617 -1.294 -0.322  -0.611
C 0.070 -0.075 -0.998  -0.080
C 0.900 0.060 -2.278  -0.234
Br 1.548 1.896 -2.516  -0.012
C 2.021 -1.010 -2.315  -0.463
C 3.464 -0.527 -2.199  -0.613
N 0.959 0.216 0.193  -0.416
C 1.197 -0.970 1.076  -0.253
C -0.056 -1.541 1.698  0.008
C 0.082 -2.849 2.356  -0.097
O -0.070 -1.633 3.102  -0.487
C 0.600 1.513 0.899  -0.067
C 1.569 1.827 2.046  -0.811
B 2.043 3.346 2.068  1.139
O 1.708 4.264 3.041  -0.910
O 2.862 3.706 1.045  -0.877
H -3.519 -1.290 3.240  0.204
H -2.727 -0.319 4.616  0.200
H -3.449 0.965 2.033  0.215
H -0.591 0.652 3.164  0.236
H -1.401 2.198 3.221  0.219
H -0.915 3.649 1.814  0.357
H -1.017 3.452 0.165  0.367
H -0.956 1.794 -1.390  0.193
H -2.463 0.913 -2.737  0.182
H -4.312 -0.268 -2.065  0.223
H -3.996 0.832 -0.749  0.230
H -3.808 -0.982 0.705  0.214
H -4.399 -1.998 -0.593  0.224
H -2.652 -1.800 -0.327  0.200
H -0.235 -1.120 -0.986  0.265
H 0.245 -0.121 -3.124  0.263
H 1.839 -1.727 -1.514  0.195
H 1.950 -1.566 -3.250  0.306
H 4.107 -1.401 -2.091  0.268
H 3.777 -0.033 -3.117  0.231
H 3.650 0.136 -1.344  0.162
H 1.863 0.424 -0.250  0.477
H 1.891 -0.746 1.880  0.249
H 1.625 -1.741 0.439  0.248
H -1.003 -1.338 1.198  0.219
H 1.063 -3.290 2.472  0.200
H -0.813 -3.455 2.293  0.203
H 0.809 2.264 0.137  0.248
H 1.231 1.470 3.017  0.248
H 2.493 1.279 1.826  0.249
H 0.773 4.424 3.164  0.500
H 3.023 4.656 1.024  0.506
C 2.601 -4.022 -4.484  0.945
O 1.890 -5.037 -4.420  -0.798
O 2.657 -3.422 -5.772  -0.781
O 3.257 -3.428 -3.612  -0.823
H 2.095 -4.025 -6.274  0.471

Results
Gap between HOMO and LUMO   6.030 eV
LUMO level   -0.02412 Ha

[3]
Entry from the OMol25 dataset: a molecular structure, C18H33BClFLaN in a non-equilibrium geometry (ωB97M-V/def2-TZVPD).

Each line ends with the Löwdin charge.
Atoms and positions in Å:
C 4.751 -1.736 -0.734  -0.026
C 5.185 -0.259 -0.709  -0.417
F 5.885 0.023 -1.874  -0.030
B 3.930 0.736 -0.557  -0.847
Cl 4.539 2.553 -0.558  0.572
C 3.182 0.535 0.876  -0.269
C 1.647 0.468 0.862  -0.170
C 0.935 1.433 1.843  -0.208
C 0.617 2.814 1.262  -0.212
C -0.143 2.755 -0.055  -0.187
C -1.372 1.848 0.023  -0.217
C -2.397 2.174 -1.059  -0.193
C -3.271 0.987 -1.454  -0.201
C -4.261 0.488 -0.397  -0.176
C -3.692 -0.416 0.715  -0.189
C -3.872 -1.936 0.510  -0.171
C -2.622 -2.706 0.916  -0.137
N -1.528 -2.652 -0.049  -0.080
C -1.622 -2.219 -1.328  -0.084
C -0.388 -2.264 -1.966  -0.051
C 0.501 -2.788 -1.004  -0.090
C -0.221 -3.021 0.152  -0.079
H 5.226 -2.282 0.075  0.081
H 5.038 -2.148 -1.696  0.098
H 3.663 -1.817 -0.672  0.054
H 5.891 -0.118 0.131  0.120
H 3.178 0.517 -1.468  0.107
H 3.516 1.414 1.461  -0.194
H 3.608 -0.364 1.353  0.127
H 1.309 0.615 -0.155  0.103
H 1.376 -0.539 1.173  0.117
H 1.549 1.615 2.773  0.036
H 0.027 0.928 2.161  0.122
H 0.072 3.387 2.012  0.124
H 1.567 3.364 1.061  0.093
H -0.487 3.762 -0.288  0.128
H 0.490 2.427 -0.876  0.123
H -1.048 0.808 -0.069  0.100
H -1.849 1.919 1.006  0.121
H -2.974 3.067 -0.825  0.124
H -1.823 2.440 -1.952  0.118
H -2.609 0.212 -1.836  0.088
H -3.872 1.318 -2.302  0.117
H -5.047 -0.055 -0.918  0.113
H -4.721 1.351 0.084  0.114
H -2.641 -0.233 0.934  0.075
H -4.235 -0.157 1.624  0.111
H -4.642 -2.304 1.186  0.118
H -4.225 -2.191 -0.486  0.111
H -2.274 -2.226 1.833  0.121
H -2.844 -3.737 1.184  0.131
H -2.498 -1.854 -1.829  0.115
H -0.182 -1.958 -2.973  0.103
H 1.548 -2.969 -1.172  0.088
H 0.143 -3.439 1.074  0.119
La 3.989 2.430 2.974  2.231

Results
Gap between HOMO and LUMO   1.914 eV
Total charge   +2
LUMO level   -0.38754 Ha

[4]
Entry from the OMol25 dataset: a molecular structure, C18H33FeO12 in a non-equilibrium geometry (ωB97M-V/def2-TZVPD).

Each line ends with the natural charge from an NBO analysis.
Atoms and positions in Å:
Fe 1.985 -0.479 0.689  1.915
C 2.328 1.254 4.191  -0.631
C 2.386 -0.262 3.929  -0.022
O 2.260 -0.668 2.635  -0.861
H 2.737 1.581 5.150  0.194
H 1.308 1.649 4.171  0.182
H 2.859 1.827 3.426  0.205
H 1.592 -0.661 4.581  0.126
H 3.285 -0.654 4.425  0.140
C 0.954 -3.959 -1.365  -0.627
C 2.232 -3.330 -0.846  -0.037
O 2.074 -2.393 0.173  -0.889
H 1.083 -4.505 -2.301  0.199
H 0.075 -3.318 -1.485  0.188
H 0.611 -4.680 -0.616  0.191
H 2.854 -2.914 -1.646  0.143
H 2.801 -4.186 -0.465  0.145
C 5.571 1.687 0.457  -0.619
C 4.075 1.818 0.181  -0.033
O 3.420 0.611 0.008  -0.890
H 5.988 2.665 0.714  0.191
H 6.069 1.370 -0.461  0.196
H 5.861 1.037 1.284  0.207
H 4.087 2.405 -0.748  0.131
H 3.612 2.473 0.927  0.140
C -3.308 2.205 1.470  -0.623
C -2.115 3.051 0.922  0.065
C -1.440 4.002 1.931  -0.095
O -0.216 3.297 2.213  -0.480
C -0.021 2.270 1.401  1.009
O 0.903 1.523 1.373  -0.595
O -1.150 2.070 0.685  -0.493
H -3.120 1.969 2.519  0.213
H -3.580 1.287 0.953  0.217
H -4.212 2.822 1.412  0.207
H -2.509 3.479 -0.002  0.189
H -1.971 4.096 2.873  0.213
H -1.099 4.895 1.411  0.205
C -1.647 -0.658 -5.129  -0.623
C -0.691 0.202 -4.310  0.069
C -1.305 1.323 -3.445  -0.098
O -0.760 1.062 -2.148  -0.474
C 0.126 0.094 -2.213  1.011
O 0.907 -0.172 -1.350  -0.606
O 0.066 -0.571 -3.400  -0.475
H -2.269 -0.009 -5.746  0.216
H -2.252 -1.360 -4.557  0.218
H -0.996 -1.208 -5.810  0.227
H -0.060 0.679 -5.063  0.182
H -2.378 1.448 -3.309  0.197
H -0.855 2.256 -3.788  0.192
C -3.220 -3.090 -0.952  -0.626
C -3.172 -1.876 -0.018  0.062
C -3.303 -2.146 1.472  -0.096
O -2.023 -1.731 1.997  -0.459
C -1.258 -1.281 1.022  1.017
O -0.095 -0.920 1.056  -0.633
O -1.856 -1.360 -0.137  -0.479
H -2.869 -2.826 -1.947  0.230
H -4.255 -3.444 -0.924  0.211
H -2.652 -3.962 -0.624  0.231
H -3.788 -1.072 -0.427  0.188
H -3.564 -3.179 1.690  0.207
H -4.099 -1.530 1.890  0.195

Results
Gap between HOMO and LUMO (spin up / spin down)   7.469 / 7.074 eV
Spin multiplicity   6
ΔE to the lowest compared entry with this formula, charge and spin   37.4 kcal/mol
LUMO level (spin up / spin down)   -0.00234 / -0.00234 Ha